C35H31N6O3Re | the ωB97M-V functional and the def2-TZVPD basis

As for the net charge: +1. The calculation puts the frontier orbital gap (alpha / beta) at 6.28 / 6.76 eV. For the total energy, the calculation gives -1984.749880 Eh. The energy relative to the best compared isomer or geometry (same formula, charge and spin) is 31.7 kcal/mol. Its spin multiplicity is 2. Its maximum force is 3.48 eV Å⁻¹. For the lowest unoccupied orbital energy (alpha / beta), the calculation gives -0.1611 / -0.1525 Ha.

CARTESIAN COORDINATES (ANGSTROEM)
Re -0.38179 -0.16847 -0.04788
O 1.42232 4.76581 0.14064
C 1.25342 2.27948 -0.28381
N 0.11555 1.69856 0.40879
C -0.94362 2.58573 0.84215
C -1.66095 1.95921 2.00062
C -2.13192 2.69357 3.07684
C -2.76425 2.02486 4.11356
C -2.90316 0.64716 4.04163
C -2.40373 -0.01072 2.93174
N -1.79791 0.63588 1.93568
C 2.26879 1.15856 -0.42624
C 3.59081 1.34621 -0.79075
C 4.41022 0.24488 -0.96393
C 3.87606 -1.02560 -0.79271
C 2.54406 -1.14256 -0.46645
N 1.75306 -0.07275 -0.27984
H -0.57460 3.56575 1.14676
H -1.66860 2.74697 0.02799
H -1.99896 3.76660 3.10460
H -3.13207 2.57186 4.97122
H -3.38488 0.08716 4.83008
H -2.48406 -1.08765 2.84146
H 3.96642 2.34641 -0.94806
H 5.44821 0.37551 -1.23818
H 4.47726 -1.91357 -0.92072
H 2.08310 -2.11252 -0.33649
C -0.02344 -4.77899 -0.09372
C 0.79921 -4.14583 0.99473
C 1.81728 -4.89048 1.57384
C 2.62300 -4.35890 2.56639
C 2.41819 -3.05717 2.98231
C 1.40663 -2.27626 2.43442
C 1.21953 -0.87788 2.96499
C 0.58562 -2.82417 1.43961
N -0.45392 -2.04274 0.84694
C -1.73313 -2.53017 1.03531
O -2.08932 -3.36073 1.84423
C -2.71651 -1.90395 0.08621
C -3.99123 -2.35672 -0.17110
C -4.73047 -1.70714 -1.15713
C -4.17831 -0.63868 -1.85582
C -2.90250 -0.23285 -1.52565
N -2.21605 -0.85122 -0.56579
C -2.13460 0.87142 -2.18747
O -2.68878 1.66961 -2.91414
N -0.81005 0.85272 -1.83188
C 0.06946 1.73902 -2.49857
C 0.95317 2.56863 -1.77645
C 1.82588 3.47462 0.53167
C 1.71957 3.51249 -2.44891
C 1.64694 3.62660 -3.82617
C 0.87205 2.73441 -4.54067
C 0.09047 1.77738 -3.90700
C -0.66200 0.79170 -4.75352
H 0.56445 -5.52921 -0.61976
H -0.89354 -5.27602 0.33835
H -0.38070 -4.04768 -0.82094
H 1.97807 -5.90656 1.23428
H 3.40089 -4.96024 3.01783
H 3.03844 -2.63435 3.76395
H 1.98141 -0.20408 2.56410
H 0.24069 -0.46755 2.72053
H 1.32150 -0.87857 4.05010
H -4.37779 -3.19733 0.38774
H -5.73247 -2.04289 -1.38835
H -4.71187 -0.12463 -2.64277
H 1.56539 3.27891 1.57864
H 2.91227 3.48686 0.47432
H 0.47855 4.80612 -0.03779
H 2.37727 4.16861 -1.90018
H 2.22985 4.38208 -4.33562
H 0.87543 2.76877 -5.62336
H -0.13377 0.63635 -5.69291
H -0.76804 -0.17146 -4.25202
H -1.66149 1.16181 -4.98152

***

C5H10O | the ωB97M-V functional and the def2-TZVPD basis

The calculation puts the frontier orbital gap at 10.96 eV. For the total energy, the calculation gives -271.694292 Eh. The energy relative to the best compared isomer or geometry (same formula, charge and spin) is 36.6 kcal/mol. Its maximum force is 0.43 eV Å⁻¹. For the lowest unoccupied orbital energy, the calculation gives 0.0432 Ha.

CARTESIAN COORDINATES (ANGSTROEM)
C -1.16056 2.37388 0.53203
O -1.05585 0.98448 0.66597
C 0.09010 0.53715 -0.01282
C 0.36780 -0.89396 0.35587
C 1.35716 -1.66501 -0.46599
C -0.09377 -2.05137 -0.48789
H -0.17934 2.83857 0.73300
H -1.46210 2.66088 -0.48730
H -1.90738 2.72700 1.24558
H -0.03329 0.64973 -1.10648
H 0.92870 1.20708 0.26869
H 0.37124 -1.06781 1.43025
H 2.06786 -2.30542 0.04701
H 1.75271 -1.17037 -1.35032
H -0.66474 -1.85852 -1.39285
H -0.37855 -2.96631 0.02524

***

C4H12OS | the ωB97M-V functional and the def2-TZVPD basis

As for the net charge: +1. The calculation puts the frontier orbital gap (alpha / beta) at 11.24 / 5.95 eV. For the total energy, the calculation gives -632.660070 Eh. The energy relative to the best compared isomer or geometry (same formula, charge and spin) is 31.6 kcal/mol. Its spin multiplicity is 2. Its maximum force is 3.54 eV Å⁻¹. For the lowest unoccupied orbital energy (alpha / beta), the calculation gives -0.1422 / -0.3361 Ha.

CARTESIAN COORDINATES (ANGSTROEM)
C 1.86111 1.25085 -0.60863
C 0.34696 1.16542 -0.46260
C -0.14014 0.39397 0.83086
C -1.61806 0.01523 0.93927
S -1.94956 -1.13121 2.30289
H 2.15221 1.81407 -1.46600
H 2.35208 0.25495 -0.80231
H 2.44069 1.77378 0.21762
H -0.08945 2.16935 -0.45456
H -0.24742 0.68792 -1.26708
H 0.46975 -0.48700 1.12271
H 0.27935 0.96660 1.69915
H -2.18951 0.94546 1.15467
H -1.95314 -0.39784 -0.10344
H -1.70108 -2.27364 1.68623
H 0.47295 -1.94297 -1.19186
H -0.19338 -3.09981 -1.82741
O -0.29335 -2.10512 -1.76953

***

C4H12S | the ωB97M-V functional and the def2-TZVPD basis

The calculation puts the frontier orbital gap at 9.49 eV. For the total energy, the calculation gives -557.754276 Eh. The energy relative to the best compared isomer or geometry (same formula, charge and spin) is 10.1 kcal/mol. Its maximum force is 2.62 eV Å⁻¹. For the lowest unoccupied orbital energy, the calculation gives 0.0366 Ha.

CARTESIAN COORDINATES (ANGSTROEM)
C 1.08722 -1.31259 -2.83239
C -0.38952 -1.52415 -2.42995
H 1.20196 -1.47322 -3.89664
H 1.42125 -0.33038 -2.52542
H 1.71345 -2.06929 -2.36009
H -1.05417 -1.03527 -3.14451
H -0.56003 -1.03532 -1.46496
H -0.60997 -2.58686 -2.39363
C 0.39445 -0.40989 2.04878
C -1.49376 1.41233 1.46519
S 0.19101 1.04866 0.97626
H -0.43163 -1.09229 1.86221
H 1.32232 -0.89147 1.75280
H 0.42150 -0.09898 3.08208
H -2.06166 0.75904 2.13132
H -2.10374 1.38948 0.55033
H -1.73156 2.44202 1.73760

***

C9H19NORb | the ωB97M-V functional and the def2-TZVPD basis

The calculation puts the frontier orbital gap (alpha / beta) at 3.55 / 9.17 eV. For the total energy, the calculation gives -508.263886 Eh. The energy relative to the best compared isomer or geometry (same formula, charge and spin) is 0.0 kcal/mol. Its spin multiplicity is 2. Its maximum force is 3.42 eV Å⁻¹. For the lowest unoccupied orbital energy (alpha / beta), the calculation gives 0.0111 / 0.0108 Ha.

CARTESIAN COORDINATES (ANGSTROEM)
Rb 2.18741 2.35662 -2.88411
C 2.55349 0.25158 0.66473
C 1.14402 -0.38474 0.58862
C 0.34274 0.17379 1.85603
C -1.21090 0.28904 1.76989
C -1.48833 1.01687 0.42511
C -0.94527 0.29224 -0.83777
N 0.49337 0.07993 -0.70195
O 1.15428 -0.44187 -1.77548
C -1.80847 -0.95058 -1.07805
C -1.18548 1.36593 -1.96280
C 1.12164 -1.88924 0.78776
H 2.58166 1.32340 0.46852
H 3.26448 -0.23755 -0.00112
H 2.86868 0.09767 1.69675
H 0.43072 -0.51115 2.69936
H 0.70959 1.15051 2.17156
H -1.56761 0.93507 2.57208
H -1.78944 -0.62814 1.88020
H -1.09285 2.03156 0.47088
H -2.55376 1.08901 0.20658
H -1.33313 -1.59062 -1.82136
H -1.77784 -1.60664 -0.20813
H -2.86528 -0.68945 -1.13329
H -0.51543 2.20806 -1.78973
H -0.85544 1.03297 -2.94683
H -2.22194 1.70222 -1.93526
H 1.51146 -2.50712 -0.02117
H 0.15701 -2.37028 0.94957
H 1.76920 -2.21813 1.60054
H 0.92140 -1.37097 -1.71110

***

C26H36F8N4O2Rb | the ωB97M-V functional and the def2-TZVPD basis

As for the net charge: -1. The calculation puts the frontier orbital gap at 5.95 eV. For the total energy, the calculation gives -2204.816103 Eh. The energy relative to the best compared isomer or geometry (same formula, charge and spin) is 7.9 kcal/mol. Its maximum force is 0.56 eV Å⁻¹. For the lowest unoccupied orbital energy, the calculation gives 0.0747 Ha.

CARTESIAN COORDINATES (ANGSTROEM)
Rb 0.22764 -0.05253 -0.06998
C -4.76056 -0.58429 0.89346
C -3.30074 -0.34679 0.50895
N -2.29330 -0.86160 1.43034
C -2.40207 -2.28046 1.71931
C -2.35832 -3.14364 0.46807
C -2.13862 -0.03642 2.62348
C -0.96700 -0.43253 3.52721
N 0.22291 -0.62623 2.73938
C 1.37058 -0.92668 3.31108
C 2.49609 -1.19417 2.46317
F 2.27846 -1.14340 1.11588
C 3.75108 -1.49655 2.90868
F 4.72428 -1.72758 1.99487
C 4.05813 -1.58126 4.26127
C 2.99766 -1.34164 5.11797
F 3.21538 -1.40315 6.45338
C 1.72552 -1.03597 4.69172
F 0.78435 -0.80957 5.65073
H -5.41689 -0.09039 0.17444
H -4.98777 -0.18275 1.88283
H -5.01380 -1.64641 0.89852
H -3.12341 0.72557 0.40966
H -3.11297 -0.76434 -0.48523
H -3.31348 -2.51524 2.29912
H -1.55277 -2.54464 2.34921
H -3.22479 -2.99741 -0.17917
H -2.32959 -4.19930 0.74421
H -1.46407 -2.93045 -0.12209
H -3.05594 -0.02904 3.24083
H -1.97848 0.99063 2.27943
H -1.24242 -1.32814 4.10482
H -0.87977 0.37279 4.26996
H 5.04696 -1.82195 4.61620
C 3.12129 -2.12842 -1.63435
N 1.76119 -1.88389 -2.07473
C 1.03329 -3.12670 -2.21963
C 1.77606 -1.09846 -3.30549
C 0.41476 -0.71234 -3.86982
N -0.33932 0.05672 -2.90758
C -1.32129 0.83342 -3.32589
C -1.94553 1.73060 -2.39582
F -1.50015 1.71459 -1.10095
C -2.91741 2.63501 -2.72065
F -3.38517 3.45377 -1.74732
C -3.43206 2.75033 -4.00482
C -2.89337 1.87007 -4.92616
F -3.36021 1.89352 -6.19701
C -1.91081 0.95543 -4.62523
F -1.52855 0.11646 -5.62890
H 3.70273 -2.69269 -2.38644
H 3.12301 -2.68838 -0.70008
H 3.62549 -1.17808 -1.45249
H 1.44931 -3.76904 -3.01783
H -0.01323 -2.92965 -2.45245
H 1.07511 -3.68334 -1.28135
H 2.33581 -1.64737 -4.08956
H 2.33317 -0.18143 -3.09068
H -0.11209 -1.61935 -4.20245
H 0.63393 -0.15630 -4.79054
H -4.19879 3.46214 -4.26351
C 4.16649 2.40413 -0.15585
O 2.96348 1.92011 -0.70837
C 1.84301 2.71708 -0.37977
C 1.49790 2.66792 1.11542
O 0.10330 2.72903 1.34092
C -0.47483 3.95079 0.93312
H 4.34000 3.44813 -0.44759
H 4.97341 1.78597 -0.54425
H 4.17461 2.33611 0.93706
H 1.00514 2.31115 -0.95022
H 2.00057 3.74810 -0.72365
H 2.00060 3.46845 1.67438
H 1.83033 1.71204 1.53170
H 0.01826 4.79902 1.42534
H -1.52292 3.92360 1.22343
H -0.42879 4.08723 -0.15164